[1]
20
Properties=species:S:1:pos:R:3:forces:R:3:nbo_charge:R:1 method="wB97M-V/def2-TZVPD" charge=0 homo_lumo_gap_ev=8.8006
C -0.573 -0.967 0.806 0.92 3.57 -0.45 0.814
C 2.315 0.631 1.128 0.35 -0.19 -4.61 -0.406
C -0.904 -2.757 -0.662 1.54 -0.55 1.03 -0.307
C 0.102 1.151 0.582 -1.39 -3.49 -3.32 -0.308
N 1.396 1.305 0.053 -1.09 -0.64 4.15 -0.613
O -2.386 0.700 -0.442 2.03 0.96 -0.06 -0.924
O -1.241 -1.363 1.696 0.12 -0.20 0.09 -0.582
O -1.689 3.024 -0.422 0.86 -0.06 0.32 -0.914
O -0.476 1.463 -1.902 -0.64 -0.03 0.13 -0.902
O -0.204 -1.505 -0.329 -0.60 0.11 0.70 -0.542
S -1.267 1.653 -0.501 -2.07 -1.06 -0.34 2.279
H 3.217 1.100 0.877 1.69 0.51 0.25 0.209
H 2.063 0.848 2.100 -1.13 0.83 1.93 0.207
H 2.504 -0.450 1.032 -0.74 0.18 -0.29 0.198
H -1.688 -3.023 0.141 0.75 0.85 -1.82 0.233
H -0.044 -3.491 -0.440 -1.61 0.49 -1.31 0.201
H -1.158 -2.483 -1.729 -0.21 -1.48 1.30 0.227
H -0.185 1.459 1.510 -0.05 1.04 2.68 0.212
H -1.145 1.652 -2.589 0.39 -0.08 0.09 0.514
H 1.365 1.055 -0.911 0.88 -0.75 -0.47 0.407

[2]
16
Properties=species:S:1:pos:R:3:forces:R:3:nbo_charge:R:1 method="wB97M-V/def2-TZVPD" charge=0 homo_lumo_gap_ev="7.9410 / 7.9402"
C 2.334 -1.128 -0.258 -3.37 1.79 1.67 -0.448
C -0.492 1.406 0.232 0.02 -0.32 -0.27 -0.627
C -2.175 -0.457 -0.116 0.32 -0.06 0.02 -0.592
C -0.691 -0.035 -0.240 -0.53 0.90 -0.60 -0.111
N 0.024 -1.022 0.478 3.36 -1.33 -0.67 -0.479
O 4.455 0.240 -0.328 0.30 0.54 0.16 -0.909
S 3.060 0.244 0.136 -0.13 -1.63 -0.68 1.126
H 2.498 -2.050 -0.765 0.22 -0.39 -0.23 0.220
H 0.558 1.677 0.159 0.10 0.11 0.03 0.211
H -1.069 2.094 -0.382 -0.04 0.10 -0.03 0.216
H -0.817 1.514 1.265 -0.01 0.01 0.12 0.203
H -2.301 -1.459 -0.514 -0.07 -0.08 -0.02 0.223
H -2.798 0.236 -0.673 -0.11 0.12 -0.05 0.214
H -2.482 -0.459 0.929 -0.06 0.05 0.04 0.205
H -0.433 -0.120 -1.307 -0.03 0.01 0.26 0.207
H 0.329 -0.682 1.384 0.04 0.19 0.22 0.340

[3]
16
Properties=species:S:1:pos:R:3:forces:R:3:nbo_charge:R:1 method="wB97M-V/def2-TZVPD" smiles="CNC(=O)CCS" charge=0 homo_lumo_gap_ev=9.5403
C 0.690 -0.024 0.037 0.11 -0.78 0.68 -0.521
C 1.890 -0.961 -0.344 0.33 0.65 0.54 -0.487
S 3.515 -0.208 0.102 -0.01 0.64 0.08 -0.078
C -0.623 -0.822 -0.138 2.30 -1.55 -0.70 0.681
N -1.746 -0.066 -0.328 -0.51 -1.07 0.19 -0.626
C -2.139 1.196 0.330 -2.83 -1.35 1.60 -0.422
O -0.502 -2.065 -0.292 -1.62 2.95 0.34 -0.617
H 0.669 0.802 -0.686 0.04 0.08 0.41 0.224
H 0.748 0.375 1.108 0.18 -0.47 -1.47 0.233
H 1.928 -1.193 -1.430 -0.37 0.15 0.83 0.225
H 1.946 -1.893 0.247 -0.61 0.46 -0.50 0.243
H 3.198 1.112 0.259 -0.09 -0.69 -0.24 0.118
H -2.527 -0.691 -0.542 0.20 0.48 0.17 0.399
H -2.268 1.077 1.473 0.55 -0.02 -1.55 0.192
H -3.263 1.292 0.016 2.32 0.60 0.25 0.221
H -1.516 2.070 0.187 0.01 -0.07 -0.64 0.216

[4]
16
Properties=species:S:1:pos:R:3:forces:R:3:nbo_charge:R:1 method="wB97M-V/def2-TZVPD" smiles="NC(=O)CCCS" charge=0 homo_lumo_gap_ev=9.9687
C -0.866 -0.366 0.472 -0.37 1.17 0.86 -0.515
C -0.078 0.784 -0.211 -0.82 -0.16 0.40 -0.415
C 1.422 0.656 -0.302 0.65 -0.14 -0.60 -0.505
S 2.232 1.616 1.038 -0.55 -0.24 -0.39 -0.041
C -1.692 -1.148 -0.477 -0.85 -1.99 -0.61 0.676
N -1.307 -2.473 -0.619 -0.27 0.23 -0.23 -0.836
O -2.705 -0.775 -1.053 0.86 0.40 0.43 -0.612
H -1.569 0.127 1.152 -0.24 -0.09 -0.28 0.244
H -0.361 -1.029 1.172 0.77 0.05 -0.42 0.221
H -0.519 0.956 -1.195 0.11 -0.25 -0.07 0.234
H -0.362 1.691 0.326 0.37 0.09 0.02 0.220
H 1.808 -0.367 -0.297 -0.42 -0.09 0.45 0.209
H 1.736 0.985 -1.297 0.14 0.56 0.29 0.216
H 3.450 1.308 0.632 0.60 -0.01 0.04 0.117
H -1.895 -3.049 -1.192 -0.12 0.06 -0.18 0.397
H -0.466 -2.913 -0.296 0.14 0.43 0.29 0.391

[5]
16
Properties=species:S:1:pos:R:3:forces:R:3:nbo_charge:R:1 method="wB97M-V/def2-TZVPD" smiles="CC(=O)NCCS" charge=0 homo_lumo_gap_ev=10.0626
O -1.412 -0.313 1.848 0.71 0.31 0.61 -0.599
C -1.219 -0.819 0.772 -0.51 1.12 -0.61 0.694
N -0.002 -0.660 0.064 -0.48 0.44 0.01 -0.665
C 0.941 0.429 0.435 1.26 -0.44 -1.79 -0.221
C 1.658 0.992 -0.964 0.76 -0.09 4.61 -0.487
S 2.552 2.573 -0.440 2.92 -2.01 -3.28 -0.042
C -2.333 -1.597 0.085 0.70 2.06 0.69 -0.696
H 0.071 -0.899 -0.935 -0.56 -0.09 0.98 0.390
H 0.401 1.210 1.044 0.77 -0.84 -0.73 0.227
H 1.853 -0.003 0.931 -1.20 0.56 0.28 0.202
H 0.962 1.377 -1.605 -1.86 0.20 -2.04 0.203
H 2.358 0.218 -1.348 -0.51 0.81 0.12 0.227
H 1.757 2.901 0.433 -2.74 0.98 2.84 0.093
H -1.771 -2.387 -0.161 1.39 -3.86 -1.54 0.215
H -3.183 -1.902 0.648 -0.30 0.19 0.89 0.238
H -2.632 -1.119 -0.807 -0.36 0.66 -1.02 0.222

[6]
16
Properties=species:S:1:pos:R:3:forces:R:3:nbo_charge:R:1 method="wB97M-V/def2-TZVPD" smiles="O=CNCCCS" charge=0 homo_lumo_gap_ev=10.2893
C -0.532 0.510 -0.741 0.23 1.76 0.06 -0.234
N 0.957 0.601 -0.745 0.05 -0.02 0.74 -0.649
C 1.914 0.721 -1.718 -2.75 -0.57 -2.05 0.546
O 3.064 0.434 -1.590 1.28 0.18 0.53 -0.595
C -0.881 -0.818 -0.069 -1.00 -3.69 -2.66 -0.453
C -1.127 -0.773 1.395 -0.82 2.20 2.03 -0.482
S 0.363 -0.456 2.532 -0.14 -2.42 -0.39 -0.110
H -1.057 0.923 -1.671 1.10 -1.62 0.63 0.236
H -0.904 1.291 -0.060 0.31 0.00 0.21 0.189
H 1.340 0.216 0.133 -0.12 0.41 -0.62 0.402
H 1.479 0.952 -2.771 0.36 0.13 1.43 0.091
H -0.032 -1.516 -0.253 -0.50 0.37 -0.14 0.228
H -1.800 -1.422 -0.584 1.87 1.71 1.13 0.231
H -1.655 -1.607 1.946 0.75 0.72 -1.18 0.253
H -1.753 0.137 1.475 -0.08 -0.56 0.72 0.215
H 0.622 0.805 2.720 -0.54 1.40 -0.45 0.133

[7]
16
Properties=species:S:1:pos:R:3:forces:R:3:nbo_charge:R:1 method="wB97M-V/def2-TZVPD" smiles="CN[C@H](C=O)CS" charge=0 homo_lumo_gap_ev=9.2223
C -0.111 2.324 -0.489 -0.62 -1.27 1.37 -0.401
N 0.368 0.934 -0.625 0.10 0.86 -2.58 -0.671
C 0.277 -0.165 0.290 0.77 0.44 -1.67 -0.158
C -1.106 -0.879 0.397 0.87 0.44 1.66 -0.533
S -0.942 -2.090 1.730 -0.60 -0.20 1.53 -0.061
C 1.291 -1.224 -0.195 1.19 -0.10 -0.84 0.443
O 1.458 -1.529 -1.361 -0.66 0.39 1.08 -0.528
H -1.029 2.357 0.166 0.95 0.21 -0.39 0.181
H 0.685 2.983 -0.102 -0.48 -0.08 -0.04 0.185
H -0.446 2.661 -1.462 0.11 0.18 -0.18 0.205
H 0.526 0.712 -1.609 -0.19 -0.34 0.76 0.384
H 0.766 0.322 1.153 -1.20 -1.16 0.88 0.224
H -1.798 -0.130 0.794 -0.26 -0.33 -0.19 0.233
H -1.551 -1.445 -0.414 0.51 0.70 -0.72 0.247
H -0.376 -3.157 1.171 0.09 0.08 -0.62 0.125
H 1.991 -1.674 0.555 -0.58 0.18 -0.05 0.125

[8]
17
Properties=species:S:1:pos:R:3:forces:R:3:nbo_charge:R:1 method="wB97M-V/def2-TZVPD" charge=+1 s2=0.757 homo_lumo_gap_ev="3.8685 / 4.6253" multiplicity=2
S -2.993 -0.110 2.579 -0.42 0.26 -0.99 0.121
S -0.994 0.097 2.297 1.09 0.46 0.72 0.499
C -0.708 1.749 2.582 -2.77 -1.74 1.06 -0.312
C 0.979 -0.456 -0.642 -0.67 1.13 2.45 -0.402
C -0.487 -0.871 -0.678 -0.20 -1.17 -0.56 0.414
O -1.326 -0.250 -1.275 0.05 0.28 0.32 -0.494
N 1.731 -1.216 -1.554 -0.27 0.89 -1.33 -0.186
C 1.791 -0.570 -2.869 -0.08 -0.59 0.48 -0.501
H -3.028 0.327 3.851 0.30 0.20 -0.03 0.173
H -0.287 1.945 3.572 1.56 0.63 -0.88 0.269
H -1.515 2.384 2.216 0.18 0.23 0.15 0.243
H 1.383 -0.643 0.381 -0.30 -0.28 -0.37 0.199
H -0.754 -1.848 -0.223 0.12 0.08 0.08 0.123
H 0.839 0.653 -0.648 0.90 -0.29 -1.04 0.187
H 2.359 -1.268 -3.486 -0.03 0.61 -0.31 0.227
H 0.796 -0.362 -3.313 0.14 -0.45 0.28 0.224
H 2.214 0.440 -2.788 0.40 -0.26 -0.03 0.215

Values of ΔE to the lowest compared entry with this formula, charge and spin, in order: 320.9; 588.3; 122.4; 60.8; 174.2; 193.8; 235.5; 438.1, all in kJ/mol.